C4H8N2O | ωB97M-V/def2-TZVPD

```
15
Properties=species:S:1:pos:R:3:forces:R:3
N 0.258825 1.764641 0.928614 -0.1 0.1 -0.1
C 0.505232 0.466334 0.394626 0.3 -0.1 0.0
C 0.377363 0.263380 -1.136111 -0.1 0.0 0.0
C -0.584813 -0.845629 -1.072542 0.1 0.0 -0.2
O -1.632609 -1.012152 0.674525 0.0 -0.2 0.2
C 1.576172 -0.296889 0.948726 0.5 -0.5 0.3
N 2.396050 -1.012011 1.368183 -0.7 0.6 -0.4
H 0.586789 2.529197 0.348552 0.0 -0.1 0.1
H -0.693996 1.938978 1.217806 0.1 0.0 0.0
H -0.837623 -0.420401 0.970989 0.0 -0.1 -0.1
H 1.315791 -0.015599 -1.635323 -0.2 0.0 0.1
H -0.046640 1.157144 -1.603038 0.1 -0.2 0.1
H -0.182419 -1.846711 -0.953451 -0.1 0.1 0.0
H -1.572863 -0.781230 -1.512688 0.1 0.0 0.1
H -1.465261 -1.889053 1.061133 -0.1 0.2 0.0
```
Forces are in eV/Å.

Summary:
LUMO (spin up / spin down) = -0.653 / -0.651 eV
DFT total energy = -9300.816 eV
HOMO energy (spin up / spin down) = -0.2829 / -0.2829 Eh


C5H3N | ωB97M-V/def2-TZVPD

```
9
Properties=species:S:1:pos:R:3:forces:R:3
C -1.384199 1.964764 1.560088 -0.2 0.1 0.0
C -0.305262 1.159055 -0.593503 1.2 -0.4 -2.4
C -0.765591 1.042150 0.779168 1.6 -1.8 -0.7
C 0.410226 -0.865925 0.050833 1.3 0.6 1.8
C 0.434018 0.113476 -1.070550 -1.2 1.2 0.6
N -0.305525 -0.168573 1.159992 0.1 -0.8 1.2
H -0.233062 -1.649247 -0.245648 -0.9 -1.2 -0.3
H 1.381928 -1.434817 0.440494 -1.8 1.7 -0.8
H 0.767467 -0.160884 -2.080874 -0.1 0.7 0.6
```
Forces are in eV/Å.

Summary:
LUMO (spin up / spin down) = -1.525 / -1.291 eV
DFT total energy = -6714.519 eV
HOMO energy (spin up / spin down) = -0.3356 / -0.3550 Eh


C4H8N2OS | ωB97M-V/def2-TZVPD

```
16
Properties=species:S:1:pos:R:3:forces:R:3
C 2.413767 -0.669072 0.127139 -0.3 -0.3 -2.0
C 0.954916 -0.595572 -0.308561 1.8 2.5 -0.3
N 0.234203 -1.573869 -0.138964 -2.5 -2.7 0.5
S -1.444296 -1.641934 -0.610830 0.9 0.4 0.6
C -2.195920 -0.213154 0.240203 -1.9 -0.9 0.5
C -1.339569 1.020748 0.284073 0.1 1.3 0.2
O -0.683332 1.060954 -0.972039 0.8 0.8 -0.5
N 0.653231 0.640046 -0.926558 0.8 0.9 0.7
H 2.722932 -1.721503 0.335234 -0.2 1.1 -0.1
H 2.967410 -0.190470 -0.705033 0.2 -0.8 0.2
H 2.582150 0.030875 0.900827 0.1 0.3 1.4
H -3.107719 -0.150143 -0.419675 0.7 0.6 0.8
H -2.568935 -0.448697 1.272288 0.4 -0.1 -0.8
H -1.905104 2.016034 0.460409 0.6 -1.7 -0.5
H -0.570202 1.001994 1.084334 -0.5 -0.3 -0.3
H 1.286469 1.433768 -0.622848 -1.1 -1.2 -0.4
```
Forces are in eV/Å.

Summary:
LUMO = 0.749 eV
DFT total energy = -20137.630 eV
HOMO energy = -0.2933 Eh


C9H17NO | ωB97M-V/def2-TZVPD

```
28
Properties=species:S:1:pos:R:3:forces:R:3
C 1.346122 2.124672 -0.430317 0.6 0.8 -0.1
C -1.525775 -2.714648 0.801268 -0.1 0.0 -0.2
C -0.479365 -2.726043 -0.309245 0.0 0.0 0.2
C -2.270001 -1.383830 0.843592 0.2 -0.1 0.1
C 0.495789 -1.549617 -0.150289 0.0 0.0 -0.2
C -1.279490 -0.221072 1.021288 -0.2 0.2 0.0
C -0.304738 -0.296530 -0.099072 2.1 2.3 0.3
C 2.419673 3.102444 -0.039042 0.0 -0.3 0.2
C 0.574717 2.375699 -1.685135 -0.2 -0.3 0.2
N 1.118123 1.136029 0.340016 -2.6 -3.0 -0.5
O 1.670877 0.824192 1.408902 0.4 0.1 0.6
H -2.236252 -3.528458 0.641694 0.0 0.0 0.1
H -1.034086 -2.881498 1.761246 0.0 -0.1 0.1
H 0.073696 -3.666828 -0.295906 0.0 0.0 -0.1
H -0.976692 -2.643744 -1.279933 0.0 -0.1 0.0
H -2.818660 -1.241970 -0.091254 -0.1 0.0 0.0
H -2.992351 -1.380500 1.660657 -0.1 0.0 0.0
H 1.062977 -1.653860 0.776357 0.0 0.1 0.1
H 1.193307 -1.533746 -0.987648 0.1 0.0 0.0
H -1.817130 0.728823 1.016620 0.1 0.0 0.0
H -0.754502 -0.321777 1.972990 0.1 0.0 0.0
H -0.663326 0.070852 -1.051249 -0.1 0.0 -0.1
H 2.928558 2.738103 0.851604 0.0 0.1 0.0
H 1.984234 4.077964 0.177157 0.0 0.1 0.0
H 3.143833 3.215806 -0.843714 0.0 0.1 -0.1
H 1.007829 3.225673 -2.203115 0.0 0.0 -0.1
H 0.598304 1.513186 -2.347398 0.0 0.0 -0.2
H -0.465671 2.610679 -1.460071 -0.1 0.0 -0.1
```
Forces are in eV/Å.

Summary:
LUMO = 0.751 eV
DFT total energy = -13143.538 eV
HOMO energy = -0.2894 Eh


> What is the DFT total energy in the first record?

-9300.816 eV


> The lowest DFT total energy belongs to which entry?

C4H8N2OS


> Which value of DFT total energy does entry 4 give?

-13143.538 eV